76
Properties=species:S:1:pos:R:3:lowdin_charge:R:1 method="wB97M-V/def2-TZVPD" energy_ev=-63205.36843 homo_energy_ev=-7.41 lumo_energy_ev=0.14 e_above_lowest_kj_mol=0.0 gap_ev=7.5533 fmax_ha_per_bohr=0.031
H -0.08436 -2.32920 -3.84934 0.127
N 1.42082 -0.88531 -4.21197 0.092
B 2.88470 1.01257 -5.04872 -0.468
N 1.64400 0.07485 -5.14986 0.025
C 0.59422 0.09320 -5.98743 -0.023
Pb -0.39779 0.59304 -1.16298 0.947
H 0.56293 0.81083 -6.79280 0.138
C -0.29475 -0.89929 -5.58672 -0.035
H -1.22260 -1.12842 -6.07111 0.100
C 0.26064 -1.50998 -4.46686 -0.067
H 3.19670 1.41307 -6.13534 0.111
C 1.80287 0.61190 -0.46512 -0.326
H 1.90689 0.23806 0.56110 -0.027
H 2.21455 1.62100 -0.53318 -0.022
H 2.31485 -0.03400 -1.18155 -0.052
N 4.11481 0.29242 -4.38090 -0.030
N 2.36859 2.17447 -4.13739 -0.030
N 3.92031 -0.64286 -3.37735 0.017
N 1.36870 1.95189 -3.18110 0.006
C 5.44682 0.46333 -4.58635 -0.080
C 2.63269 3.49643 -4.21906 -0.086
H 5.82029 1.12849 -5.35618 0.117
H 3.36044 3.86041 -4.93646 0.118
C 6.12337 -0.35296 -3.67888 -0.075
C 1.81713 4.16682 -3.30693 -0.068
C 5.12296 -1.04820 -2.97103 -0.143
C 1.05584 3.15771 -2.69157 -0.203
H 7.17579 -0.43638 -3.52519 0.080
H 1.74556 5.21726 -3.11754 0.083
H 5.25085 -1.81155 -2.21507 0.103
H 0.30372 3.27915 -1.91169 0.081
H 2.15332 -1.03536 -3.48696 0.124
C -4.52097 -2.21414 1.81493 -0.039
C -3.96223 -0.80537 1.63071 -0.639
C -3.87592 -0.49824 0.14197 -0.079
C -4.84591 0.21883 2.32176 -0.036
O -2.65677 -0.78422 2.26679 -0.159
Si -1.29144 0.11999 2.02337 -0.163
S -1.48079 1.80840 0.86465 0.280
O -0.62435 0.51521 3.47919 -0.165
C -1.06134 1.41283 4.53547 -0.636
C -1.45397 2.77958 3.99152 -0.083
C -2.24973 0.78025 5.25220 -0.025
C 0.13260 1.61150 5.46699 -0.035
O -0.24843 -0.92911 1.23676 -0.274
C 0.11076 -2.27463 1.73500 -0.613
C 1.45031 -2.63771 1.11184 -0.039
C 0.24051 -2.29400 3.25120 -0.040
C -0.95189 -3.27117 1.30548 -0.030
H -5.57929 -2.22594 1.52223 0.089
H -4.45485 -2.53949 2.86102 0.094
H -3.99787 -2.94191 1.17920 0.077
H -4.87436 -0.63024 -0.30081 0.094
H -3.56594 0.54144 -0.03199 0.020
H -3.19428 -1.19060 -0.37158 0.075
H -4.94707 -0.01426 3.38725 0.084
H -4.43933 1.22970 2.20306 0.083
H -5.84621 0.19801 1.87093 0.091
H -2.37882 2.74050 3.40238 0.058
H -1.61938 3.45664 4.84274 0.090
H -0.65827 3.19382 3.36301 0.077
H -1.96667 -0.17944 5.70596 0.093
H -2.59820 1.44920 6.05275 0.092
H -3.08465 0.61583 4.55440 0.064
H 0.43554 0.66966 5.94230 0.086
H 0.97900 2.02920 4.90587 0.092
H -0.12153 2.32958 6.25970 0.087
H 2.22880 -1.93259 1.42718 0.088
H 1.74110 -3.64491 1.44117 0.091
H 1.38914 -2.65071 0.01644 0.085
H -0.71127 -2.10630 3.76530 0.085
H 0.57444 -3.30493 3.54021 0.096
H 0.99806 -1.57876 3.59792 0.096
H -1.91116 -3.04345 1.78628 0.065
H -1.05690 -3.26687 0.21279 0.091
H -0.63530 -4.28460 1.59597 0.095



15
Properties=species:S:1:pos:R:3:lowdin_charge:R:1 method="wB97M-V/def2-TZVPD" energy_ev=-88889.47420 homo_energy_ev=-10.02 lumo_energy_ev=0.73 smiles=C[C@](Cl)(CO)CBr e_above_lowest_kj_mol=2.8 gap_ev=10.7463 fmax_ha_per_bohr=0.069
C -0.20204 -1.09486 -1.32217 -0.122
C 0.99297 -0.30177 0.80966 -0.271
C -1.29693 0.82040 0.11183 -0.688
C 0.04889 0.08300 -0.42408 -0.888
O 1.18429 0.73008 1.77669 -0.075
Cl 0.88627 1.42613 -1.30772 0.639
Br -2.24067 -0.15808 1.40183 0.702
H -0.93116 -0.77492 -2.16067 0.121
H 0.83201 -1.30378 -1.68071 0.084
H -0.48259 -1.94352 -0.69897 0.078
H 1.87182 -0.74724 0.46480 0.098
H 0.39248 -1.00866 1.42706 0.100
H -0.75667 1.62414 0.75274 0.060
H -2.04824 1.20689 -0.69476 0.099
H 1.74957 1.44220 1.54447 0.063



30
Properties=species:S:1:pos:R:3:lowdin_charge:R:1 method="wB97M-V/def2-TZVPD" energy_ev=-20912.97300 homo_energy_ev=-3.91 lumo_energy_ev=2.49 gap_ev=6.4031 fmax_ha_per_bohr=0.019 charge=-1
C 0.76539 1.22747 -1.50550 -0.083
C -0.47067 1.09156 -0.62418 -0.344
O -1.38529 2.14739 -0.74546 -0.275
C -2.11974 2.11555 -2.00057 -0.327
In -3.49262 0.36422 -2.29778 0.399
C -5.04977 0.55535 -0.73540 -0.319
H 1.09490 2.26977 -1.52664 0.075
H 1.59076 0.62441 -1.11695 0.059
H 0.57871 0.90820 -2.53203 0.066
H -0.16422 1.08021 0.42816 0.090
H -0.98427 0.14429 -0.83959 0.061
H -1.39947 2.28889 -2.81504 0.023
H -2.74165 3.01535 -1.96198 0.028
H -2.61842 -1.17531 -2.10208 -0.133
H -4.23496 0.46745 -3.91293 -0.147
H -5.95777 0.00910 -1.00660 -0.057
H -5.31386 1.60764 -0.59628 -0.050
H -4.69407 0.16082 0.22034 -0.052
C 4.87337 -2.93605 1.68280 -0.047
O 3.71476 -2.69013 2.48411 -0.004
C 3.02629 -1.60061 2.12179 -0.625
O 3.35930 -0.82849 1.26134 0.122
O 2.01465 -1.44866 2.96614 0.005
C 1.18913 -0.29984 2.70724 -0.022
H 5.31468 -3.84071 2.08955 0.090
H 4.59334 -3.07722 0.64039 0.097
H 5.56989 -2.10180 1.74886 0.094
H 0.71195 -0.38408 1.73388 0.081
H 1.78504 0.60988 2.73815 0.099
H 0.44464 -0.30464 3.49627 0.096



10
Properties=species:S:1:pos:R:3:lowdin_charge:R:1 method="wB97M-V/def2-TZVPD" energy_ev=-36932.73191 homo_energy_ev="-0.90 / -0.90" lumo_energy_ev="6.15 / 6.15" e_above_lowest_kj_mol=32.0 gap_ev="7.0524 / 7.0517" fmax_ha_per_bohr=0.065 charge=-2
N 0.61603 0.29408 0.83561 -0.449
N -2.53797 -0.41335 0.12777 -0.514
O 1.75548 -0.27715 -1.37906 -0.384
O -3.51674 0.23978 0.42347 -0.163
O -2.50509 -1.63512 0.08389 -0.125
O -0.72812 1.29870 -1.24138 -0.545
O 2.47959 -1.29400 0.68741 -0.417
O 3.07533 0.91991 0.26959 -0.436
S -0.68885 0.97636 0.18758 0.817
S 2.05033 -0.10921 0.00513 0.217



10
Properties=species:S:1:pos:R:3:lowdin_charge:R:1 method="wB97M-V/def2-TZVPD" energy_ev=-14495.47506 homo_energy_ev=-2.67 lumo_energy_ev=3.78 e_above_lowest_kj_mol=189.7 gap_ev=6.4576 fmax_ha_per_bohr=0.098 charge=-1
S -3.21481 -0.82238 2.24948 -0.410
H -1.94412 -0.45089 2.46871 -0.524
C 1.73316 0.62927 -0.68045 -0.076
C 0.39918 0.57701 -0.44528 -0.256
N -0.42301 -0.50282 -0.89071 0.103
H 2.33539 -0.23882 -0.51069 0.012
H 2.16007 1.52732 -1.17783 0.035
H -0.06572 1.24668 0.20129 0.080
H 0.11448 -1.31132 -0.95509 0.056
H -1.09461 -0.65405 -0.25942 -0.020



94
Properties=species:S:1:pos:R:3:lowdin_charge:R:1 method="wB97M-V/def2-TZVPD" energy_ev=-328620.52717 homo_energy_ev=-4.54 lumo_energy_ev=2.04 e_above_lowest_kj_mol=4.8 gap_ev=6.5799 fmax_ha_per_bohr=0.007 charge=-1
Tl 0.37049 -1.06785 -0.00065 0.176
S 1.94501 -0.63246 2.11637 0.555
C 1.20338 0.37234 3.31796 -0.781
N 1.72481 0.65849 4.46684 0.037
N 2.93841 0.14022 4.71448 -0.028
C 3.58224 0.36766 5.90973 -0.245
C 4.85870 -0.17420 6.10457 -0.042
C 5.53083 0.02744 7.29571 -0.113
C 4.95561 0.77144 8.31887 -0.127
C 3.69096 1.30915 8.12227 -0.108
C 3.00022 1.11675 6.93698 -0.036
N -0.06676 0.98835 3.19612 0.043
N -0.62356 0.84870 2.10041 0.011
C -1.90114 1.48366 2.02068 -0.244
C -2.30415 2.50988 2.87290 -0.023
C -3.56392 3.06489 2.71792 -0.088
C -4.42429 2.60308 1.72728 -0.091
C -4.01737 1.58505 0.87762 -0.080
C -2.75240 1.03379 1.01950 -0.054
H 3.37459 -0.42161 3.99114 0.059
H 5.31583 -0.75523 5.31158 0.107
H 6.51702 -0.40209 7.42443 0.095
H 5.48275 0.92804 9.25083 0.088
H 3.22559 1.89202 8.90837 0.096
H 2.01529 1.53386 6.78745 0.096
H -1.62419 2.85345 3.63964 0.103
H -3.88045 3.86660 3.37394 0.097
H -5.40724 3.04375 1.61422 0.099
H -4.67824 1.22006 0.10022 0.109
H -2.41952 0.23967 0.36967 0.053
Br 0.69223 -5.80419 -0.39214 0.604
C -1.00779 -5.21595 -1.06615 -1.051
Br -0.84287 -3.99355 -2.54903 0.628
H -1.49759 -4.67756 -0.26267 -0.069
H -1.55678 -6.08127 -1.41009 -0.004
C 3.86502 -3.38406 -3.52594 -0.180
C 2.94249 -3.47297 -2.31291 -0.411
Ge 2.43796 -1.74891 -1.46009 0.740
C 4.09720 -0.92533 -0.72077 -0.401
C 5.14937 -0.46135 -1.72569 -0.182
C 2.03404 -0.53099 -2.98219 -0.252
C 1.07007 0.39386 -3.15648 -0.338
Ge -0.36405 0.67297 -1.78437 0.816
C -2.14325 0.18796 -2.56303 -0.354
C -2.95802 1.17856 -3.39418 -0.166
C -0.18858 2.54439 -1.11113 -0.359
C -1.33915 3.53085 -1.28064 -0.170
C 1.06197 1.27588 -4.36707 -0.221
C 0.10987 2.28791 -4.48880 -0.068
C 0.06437 3.13297 -5.59008 -0.083
C 0.98455 2.99060 -6.61374 -0.107
C 1.94830 1.99367 -6.51382 -0.095
C 1.98670 1.15669 -5.41301 -0.041
H 4.01699 -4.36835 -3.97944 0.061
H 4.84896 -2.99341 -3.26568 0.044
H 3.45280 -2.73442 -4.30139 0.054
H 3.39695 -4.09241 -1.53382 0.046
H 2.02185 -3.98624 -2.58926 -0.026
H 4.53054 -1.63007 -0.00447 0.054
H 3.76216 -0.07709 -0.11940 0.018
H 5.62721 -1.29628 -2.23988 0.043
H 5.94264 0.11028 -1.23438 0.060
H 4.71495 0.18616 -2.49110 0.055
H 2.78396 -0.59713 -3.77347 0.026
H -2.75015 -0.14251 -1.72071 0.014
H -1.94546 -0.71363 -3.15304 0.053
H -3.11829 2.11866 -2.86477 0.049
H -3.94401 0.76511 -3.62449 0.066
H -2.47707 1.41004 -4.34488 0.053
H 0.70970 2.93318 -1.60086 0.061
H 0.06048 2.45462 -0.05147 0.037
H -1.57010 3.72526 -2.33087 0.048
H -1.09041 4.49374 -0.82605 0.068
H -2.25288 3.17508 -0.80324 0.049
H -0.61615 2.43245 -3.70184 0.049
H -0.69519 3.90409 -5.63843 0.101
H 0.95682 3.64473 -7.47608 0.094
H 2.67882 1.86725 -7.30392 0.097
H 2.75212 0.39322 -5.37605 0.096
O -7.56741 -0.88360 1.74259 0.104
C -6.84737 -1.29841 0.67073 -0.489
O -7.37998 -1.34147 -0.40585 0.102
C -5.42475 -1.66650 0.90621 -0.158
C -4.66531 -2.03947 -0.20123 -0.012
C -3.32823 -2.36350 -0.06815 -0.119
C -2.69614 -2.31060 1.17660 -0.675
S -0.99544 -2.67291 1.41980 0.549
C -3.46818 -1.96324 2.29134 -0.112
C -4.80550 -1.64662 2.15674 -0.033
H -7.00973 -0.87145 2.52908 0.079
H -5.14271 -2.06037 -1.17252 0.124
H -2.75289 -2.64603 -0.94041 0.051
H -2.99076 -1.90986 3.26102 0.106
H -5.33741 -1.36339 3.06001 0.109